{"formula": "H6N2Si", "method": "ωB97M-V/def2-TZVPD", "gap_ev": [7.431, 8.071], "charge": 0, "homo_ev": [-8.0, -7.7], "e_above_lowest_kcal_mol": 63.7, "e_lumo_ev": [-0.58, 0.41], "species": ["Si", "N", "N", "H", "H", "H", "H", "H", "H"], "positions_angstrom": [[0.6495, 0.9727, 0.8226], [-0.7563, 0.5390, -0.0467], [-1.8760, 0.0492, 0.4316], [0.7359, -1.8089, -1.3640], [-1.6259, -0.2319, 1.3702], [1.7456, 1.3942, -0.1728], [0.7607, -0.2411, 1.7809], [1.2624, -1.4729, -1.7865], [-0.8959, 0.7996, -1.0354]], "mulliken_charge": [-0.020, 0.198, -0.612, -0.016, 0.224, -0.026, -0.042, 0.016, 0.280]}



{"formula": "C3H8N2", "method": "ωB97M-V/def2-TZVPD", "gap_ev": 9.516, "charge": 0, "homo_ev": -8.6, "smiles": "C/N=C\\NC", "e_above_lowest_kcal_mol": 56.9, "e_lumo_ev": 0.92, "species": ["N", "N", "C", "C", "C", "H", "H", "H", "H", "H", "H", "H", "H"], "positions_angstrom": [[-0.5880, 0.1600, -0.1145], [1.3846, -1.0944, 0.1025], [-2.0429, 0.1961, -0.3000], [0.1424, -0.9948, -0.1983], [2.1081, 0.1989, 0.3412], [-2.4412, 0.3506, -1.3915], [2.0177, 0.4381, 1.5013], [1.7273, 1.0747, -0.3140], [-0.0931, 1.1069, -0.0991], [-2.4544, 1.1531, 0.3287], [-0.3689, -1.9358, -0.4272], [-2.5468, -0.6075, 0.2855], [3.1553, -0.0458, 0.2854]], "mulliken_charge": [-0.167, -0.522, -0.853, 0.121, -0.699, 0.246, 0.252, 0.211, 0.198, 0.267, 0.336, 0.328, 0.281]}



{"formula": "C5H11BS", "method": "ωB97M-V/def2-TZVPD", "gap_ev": 9.479, "charge": 0, "homo_ev": -8.9, "smiles": "CB(C)C[C@@H]1CS1", "e_above_lowest_kcal_mol": 0.0, "e_lumo_ev": 0.63, "species": ["S", "C", "C", "C", "C", "C", "B", "H", "H", "H", "H", "H", "H", "H", "H", "H", "H", "H"], "positions_angstrom": [[-3.3184, 0.2466, 0.1802], [-2.1720, 0.1389, -1.2546], [1.6610, 0.7004, -0.9050], [-0.4120, 0.6771, 0.9047], [1.4686, -1.1770, 1.0868], [-1.6389, -0.1528, 0.1122], [0.9146, 0.1002, 0.4060], [1.5859, -1.9367, 0.3957], [0.8758, -1.4837, 1.9350], [2.5411, 0.1427, -1.2532], [-1.4542, -1.2345, 0.1891], [1.8063, 1.7988, -0.8691], [-0.4883, 1.7423, 0.8630], [2.6210, -0.9694, 1.4333], [-1.7348, 1.0536, -1.5682], [-2.2875, -0.6237, -1.9693], [-0.7817, 0.3887, 1.9124], [0.8136, 0.5887, -1.5990]], "mulliken_charge": [-0.141, -0.831, -0.965, -0.647, -0.967, 0.007, 0.160, 0.397, 0.289, 0.279, 0.311, 0.293, 0.369, 0.213, 0.301, 0.326, 0.293, 0.311]}



{"formula": "C14H15FeNO5", "method": "ωB97M-V/def2-TZVPD", "spin_multiplicity": 5, "gap_ev": [4.274, 6.379], "charge": 0, "homo_ev": [-4.4, -7.2], "e_above_lowest_kcal_mol": 80.9, "e_lumo_ev": [-0.12, -0.83], "species": ["Fe", "O", "O", "O", "O", "O", "N", "C", "C", "C", "C", "C", "C", "C", "C", "C", "C", "C", "C", "C", "C", "H", "H", "H", "H", "H", "H", "H", "H", "H", "H", "H", "H", "H", "H", "H"], "positions_angstrom": [[2.9275, 0.8174, -3.6660], [-4.0273, -2.4376, 0.8306], [1.0872, -0.4198, -5.5555], [4.2080, 2.2434, -5.8520], [-2.6637, -2.5884, -1.0800], [0.8667, 2.7988, -3.0324], [-0.7335, 0.0376, 1.6114], [2.2144, 0.7251, -0.3649], [1.1566, 0.8435, 0.6455], [-2.1172, 0.2734, 3.6727], [1.7882, 2.1128, -3.3194], [0.5051, -1.5635, -0.1241], [2.4755, -0.4367, -1.0056], [1.6272, -1.5813, -0.9216], [-2.0606, 0.3563, 1.3285], [1.8641, -0.0657, -4.7524], [-2.9605, 0.5748, 2.4190], [-3.3537, -2.5104, -0.1150], [0.0807, -0.2179, 0.4828], [-0.7317, -0.1758, 3.2368], [3.8086, 1.6328, -4.9285], [-3.2996, 1.6420, 2.4479], [-0.6122, -1.0072, 1.5688], [0.1384, 0.3087, 3.7093], [2.7876, 1.6239, -0.5127], [-0.6911, 0.1005, -0.2300], [3.3871, -0.5691, -1.5598], [-2.5807, -0.5322, 4.2566], [-0.6426, -1.2766, 3.1690], [-2.0006, 1.1699, 4.2913], [1.8769, -2.5021, -1.4757], [-0.2396, -2.3849, -0.0645], [-3.8738, -0.0802, 2.3595], [1.5025, 0.8215, 1.6958], [0.5982, 1.7941, 0.5123], [-2.3126, 0.4730, 0.3222]], "mulliken_charge": [0.152, -0.408, -0.362, -0.378, -0.409, -0.379, 0.569, -1.237, -0.173, -0.568, 0.284, -0.831, -0.632, -0.710, -0.725, 0.257, -0.487, 0.850, 0.549, -0.540, 0.313, 0.269, -0.028, 0.320, 0.536, -0.125, 0.907, 0.297, 0.424, 0.299, 0.377, 0.082, 0.236, 0.162, 0.326, 0.787]}



{"formula": "C12H12", "method": "ωB97M-V/def2-TZVPD", "gap_ev": 5.497, "charge": 0, "homo_ev": -5.8, "e_above_lowest_kcal_mol": 283.3, "e_lumo_ev": -0.34, "species": ["C", "C", "C", "C", "C", "C", "C", "C", "C", "C", "C", "C", "H", "H", "H", "H", "H", "H", "H", "H", "H", "H", "H", "H"], "positions_angstrom": [[0.4865, 0.3278, 0.6795], [-3.0426, 0.0678, 0.1555], [2.9442, -0.2322, -0.2879], [-2.5139, -1.2097, -0.1335], [1.3071, 1.3188, 0.3432], [-1.1319, -1.3768, -0.2798], [-2.3653, 1.2883, 0.0319], [2.5628, 1.0965, -0.1773], [0.9309, -1.0818, 0.6012], [-1.0003, 1.1176, -0.4074], [-0.4112, -0.0927, -0.5223], [2.2166, -1.3547, 0.0997], [0.7029, -0.1642, -0.8469], [-3.4252, -1.9773, -0.3060], [-3.9531, 0.1874, 0.6244], [0.2142, -1.7774, 1.1228], [-0.4621, -2.2216, -0.6792], [3.1287, 1.9304, -0.7247], [3.9664, -0.7161, -0.7006], [-2.7871, 2.1903, 0.0978], [-0.5604, 0.5265, 1.0667], [2.7041, -2.3414, 0.1585], [-0.5948, 2.0821, -0.5677], [1.0835, 2.4123, 0.6521]], "mulliken_charge": [-0.137, -0.528, -0.142, -0.354, -0.409, -1.136, -0.921, -0.842, -0.173, -0.772, 0.850, -0.799, 0.622, 0.209, 0.479, 0.585, 0.419, 0.308, 0.154, 0.570, 0.564, 0.427, 0.645, 0.381]}



{"formula": "C30H45Br2IrN6O3P", "method": "ωB97M-V/def2-TZVPD", "spin_multiplicity": 2, "gap_ev": [7.707, 6.790], "charge": 2, "homo_ev": [-13.9, -13.6], "e_above_lowest_kcal_mol": 18.7, "e_lumo_ev": [-6.20, -6.80], "species": ["Ir", "Br", "Br", "P", "O", "O", "O", "N", "N", "N", "N", "N", "N", "C", "C", "C", "C", "C", "C", "C", "C", "C", "C", "C", "C", "C", "C", "C", "C", "C", "C", "C", "C", "C", "C", "C", "C", "C", "C", "C", "C", "C", "C", "H", "H", "H", "H", "H", "H", "H", "H", "H", "H", "H", "H", "H", "H", "H", "H", "H", "H", "H", "H", "H", "H", "H", "H", "H", "H", "H", "H", "H", "H", "H", "H", "H", "H", "H", "H", "H", "H", "H", "H", "H", "H", "H", "H", "H"], "positions_angstrom": [[-1.5121, -0.1963, 0.7755], [-2.3905, -3.1610, -2.1223], [-1.9058, -1.6247, -4.8881], [1.8495, -0.9597, -0.0145], [-3.0229, -2.0132, 0.6832], [-3.5084, -0.0537, 1.1988], [-3.8794, 3.4515, -4.7476], [-1.2715, 1.6136, 1.5671], [0.2715, -0.8399, 0.3629], [-1.2906, -0.7488, 2.7277], [-2.0412, 0.4366, -1.0821], [-2.8595, 1.4045, -3.1766], [-3.9242, -1.2635, 1.0440], [1.4963, -1.6229, -2.6980], [-1.1130, 3.9830, 1.6296], [-1.1096, 2.6318, 5.1258], [-1.1491, 2.7582, 3.6940], [-1.1262, 1.4178, 5.7215], [2.2803, -2.7632, 0.3009], [1.1819, -3.6833, -0.2645], [-2.5143, 3.4745, -4.3982], [2.3000, -2.9945, 1.8205], [3.5525, -0.3032, -2.1716], [-4.3112, 1.4640, -3.4535], [-1.2488, 0.3239, 3.5558], [-2.3989, 0.9084, -2.0765], [-1.2342, 1.5979, 2.9288], [2.2053, 0.1700, 2.5199], [4.3152, -0.1223, 1.1986], [-1.0934, 3.9823, 3.0027], [1.2968, 0.7771, -2.1477], [-4.6828, 2.9130, -3.7172], [2.0732, -0.5043, -1.8204], [3.6383, -3.1837, -0.2755], [-1.2088, -2.1714, 4.6227], [-1.2004, 2.7741, 0.9327], [-1.9966, 2.0619, -4.1759], [-1.2736, -1.9681, 3.2397], [-1.1832, 0.2124, 4.9405], [2.6384, 1.6342, 0.5954], [-2.2784, -3.3169, -4.0373], [-1.1678, -1.0915, 5.4717], [2.8180, 0.1963, 1.1071], [-2.3623, 4.0769, -3.4913], [-1.2009, -3.1828, 5.0021], [-1.9800, 3.9429, -5.2228], [2.4524, -0.7236, 3.0822], [1.3124, -4.6670, 0.1897], [4.7890, 0.6536, 1.8041], [3.6489, -3.1796, -1.3629], [3.0563, 2.3103, 1.3431], [0.4660, -1.8639, -2.4354], [0.1810, -3.3285, -0.0263], [3.8295, -4.2114, 0.0400], [3.1489, -2.5234, 2.3093], [-2.0588, 1.4887, -5.1017], [-0.9669, 2.0607, -3.8196], [-1.4793, -4.0019, -4.2863], [2.3864, -4.0682, 1.9926], [3.6105, -0.1332, -3.2492], [2.6046, 1.0224, 3.0730], [1.5024, -1.2690, -3.7300], [-4.5667, 3.5048, -2.7993], [-3.2357, -3.6638, -4.4019], [-1.1238, -1.2349, 6.5438], [4.8094, -0.1248, 0.2299], [-1.0623, 3.5346, 5.7201], [-1.0933, 1.3342, 6.7997], [1.2939, 0.8809, -3.2350], [-4.8552, 1.0512, -2.6060], [-4.5049, 0.8536, -4.3371], [2.0989, -2.5257, -2.6660], [4.1673, -1.1727, -1.9480], [-5.7172, 2.9808, -4.0475], [1.5838, 1.8899, 0.4668], [0.2679, 0.7083, -1.8070], [1.3773, -2.6558, 2.2970], [-1.2274, 2.7389, -0.1462], [-1.0311, 4.9113, 3.5548], [1.1204, 0.2739, 2.4850], [1.7510, 1.6750, -1.7364], [1.2493, -3.8177, -1.3388], [4.5099, -1.0741, 1.6887], [-1.0645, 4.9056, 1.0695], [3.9869, 0.5667, -1.6851], [-1.3268, -2.7913, 2.5399], [3.1668, 1.8222, -0.3358], [4.4653, -2.5744, 0.0847]], "mulliken_charge": [0.028, -0.061, -0.118, 0.556, -0.286, -0.334, -0.368, 0.185, -0.257, 0.712, -0.069, 0.156, 0.150, -1.843, -0.931, -0.978, 0.736, -0.965, 1.923, -1.462, -0.690, -1.822, -1.880, -0.564, 0.698, 0.528, -0.211, -2.790, -1.937, -0.895, -1.941, -0.517, 2.138, -1.887, -0.908, -0.227, -0.121, -0.172, 0.887, -1.957, -0.560, -0.851, 2.445, 0.315, 0.498, 0.376, 0.324, 0.561, 0.522, 0.334, 0.670, 0.264, 0.084, 0.527, 0.296, 0.266, 0.087, 0.365, 0.687, 0.527, 0.609, 0.656, 0.294, 0.428, 0.513, 0.331, 0.474, 0.478, 0.747, 0.459, 0.281, 0.266, 0.328, 0.370, 0.228, -0.005, 0.177, 0.503, 0.503, 1.155, 0.208, 0.304, 0.349, 0.515, 0.351, 0.588, 0.343, 0.304]}



Sequential max |F| output: 1.92; 3.13; 3.80; 6.75; 9.09; 1.20 eV/A